Computed, not measured: 6 unconnected molecules or ions with the total composition C31H76NO6Si, with ωB97M-V with the def2-TZVPD basis set.

XYZ file:
```
115
Properties=species:S:1:pos:R:3:forces:R:3
C 4.1711 -3.6491 1.1975 0.1 0.0 0.4
C 2.7896 -3.0728 1.5098 0.2 -0.2 -0.4
C 2.2753 -2.1478 0.3865 0.4 -0.2 0.5
C 2.1232 -0.6853 0.8221 -0.1 -0.2 -0.1
C 2.6108 0.2373 -0.2970 -0.2 0.2 -0.2
C 0.7383 -0.1855 1.2305 0.3 0.2 -0.7
N 0.2650 -0.3306 2.6495 0.4 0.1 0.5
C -1.0949 0.3438 2.5665 0.0 1.3 -0.2
O -1.4347 0.4293 1.2098 0.3 -0.2 -0.2
C -0.5513 -0.5078 0.5019 -0.5 -0.8 1.0
Si -1.5197 -2.1923 0.6794 -0.2 -1.0 -0.7
C -3.1772 -1.9760 1.5326 0.2 0.3 0.1
C -1.8518 -2.7919 -1.0752 -0.1 0.4 0.7
C -0.6141 -3.5935 1.5551 -0.4 0.3 0.0
H 4.6432 -3.9640 2.1250 0.1 -0.1 0.0
H 4.1161 -4.5252 0.5586 0.0 0.0 -0.2
H 4.8246 -2.9099 0.7405 0.1 0.1 -0.1
H 2.8745 -2.5267 2.4492 -0.2 0.1 0.1
H 2.1351 -3.9197 1.6705 -0.3 0.0 0.2
H 1.3885 -2.5427 -0.1054 -0.2 0.1 0.0
H 3.0584 -2.1547 -0.3647 0.0 0.0 -0.3
H 2.7966 -0.5309 1.6680 0.0 0.1 0.2
H 2.1990 -0.0840 -1.2519 0.0 0.0 -0.2
H 3.6928 0.2280 -0.3689 0.1 -0.2 -0.1
H 2.3219 1.2770 -0.1579 0.0 0.1 0.0
H 0.8122 0.8964 1.1283 0.0 0.2 0.2
H 0.8749 0.2026 3.2711 -0.1 0.0 0.0
H 0.2848 -1.2899 3.0049 -0.4 -0.1 -0.3
H -1.8590 -0.0922 3.2037 0.1 -0.6 0.0
H -0.9132 1.3673 2.8928 -0.1 0.0 0.3
H -0.4715 -0.2968 -0.5574 -0.2 0.6 -0.1
H -3.4702 -0.9498 1.7356 0.0 0.1 0.0
H -3.2045 -2.5244 2.4715 0.0 0.0 0.2
H -3.9555 -2.3937 0.9005 -0.1 -0.1 -0.2
H -2.3254 -3.7682 -1.0025 0.1 -0.2 -0.1
H -0.9554 -2.8463 -1.6850 0.0 -0.1 -0.2
H -2.5888 -2.1322 -1.5266 0.0 0.1 -0.3
H 0.1272 -4.0378 0.9068 0.4 0.0 0.0
H -1.3643 -4.3658 1.7184 -0.2 0.0 0.1
H -0.1975 -3.3771 2.5379 0.2 0.0 0.1
C -5.5015 4.4899 0.7762 0.1 -0.1 0.1
C -4.3999 5.5123 0.5549 -0.1 0.0 -0.1
O -3.3023 5.3815 1.4448 0.1 0.1 0.1
C -2.6090 4.1548 1.4036 0.0 -0.1 0.0
C -1.9899 3.8272 0.0546 0.0 0.1 -0.1
H -5.8621 4.5351 1.8047 0.0 0.0 0.0
H -6.3366 4.6918 0.1056 0.0 0.0 0.0
H -5.1619 3.4708 0.5827 0.0 0.0 -0.1
H -4.7925 6.5127 0.7321 0.1 0.0 0.0
H -4.0545 5.4898 -0.4844 0.0 0.0 0.0
H -3.2612 3.3349 1.7334 0.0 0.0 -0.1
H -1.8183 4.2503 2.1511 0.0 0.1 0.0
H -2.7430 3.6932 -0.7222 0.0 -0.1 0.0
H -1.4188 2.8994 0.1273 0.0 0.0 0.0
H -1.3192 4.6264 -0.2640 0.0 0.0 0.0
C -2.4955 -4.0382 -7.7193 0.1 0.0 0.1
C -3.6673 -4.1558 -6.7600 0.0 0.0 -0.1
O -3.2939 -4.4504 -5.4236 0.0 -0.1 0.1
C -2.4565 -3.5088 -4.7855 0.0 0.1 0.0
C -3.0649 -2.1196 -4.6734 -0.1 0.0 0.0
H -1.8973 -4.9499 -7.7035 0.0 0.0 0.0
H -2.8599 -3.8784 -8.7340 0.0 0.0 0.0
H -1.8407 -3.2022 -7.4685 0.0 0.0 0.0
H -4.3053 -4.9839 -7.0667 0.0 0.0 0.1
H -4.2868 -3.2527 -6.7941 0.0 0.0 0.0
H -1.4797 -3.4646 -5.2819 0.0 0.1 0.0
H -2.2829 -3.9081 -3.7855 0.0 -0.1 0.0
H -3.2346 -1.6655 -5.6495 0.1 0.0 0.0
H -2.3980 -1.4612 -4.1133 0.0 0.0 0.0
H -4.0247 -2.1660 -4.1560 0.0 0.0 0.0
C -7.3174 -2.8641 4.2687 0.0 0.1 -0.1
C -6.1457 -2.5199 5.1712 -0.1 -0.1 0.0
O -5.2006 -1.6400 4.5800 0.3 0.0 -0.1
C -5.6936 -0.3679 4.1941 -0.1 0.0 0.0
C -6.2619 0.4499 5.3406 0.0 -0.1 0.0
H -6.9637 -3.2921 3.3295 0.0 0.0 0.0
H -7.9643 -3.5905 4.7601 0.0 0.0 0.0
H -7.9243 -1.9895 4.0316 0.0 0.0 0.0
H -5.5870 -3.4268 5.4025 0.1 0.0 0.0
H -6.4982 -2.1156 6.1255 0.0 0.0 0.0
H -6.4316 -0.4733 3.3914 0.0 0.0 0.0
H -4.8374 0.1581 3.7656 0.0 -0.1 0.0
H -7.1390 -0.0212 5.7836 0.0 0.0 0.0
H -6.5603 1.4360 4.9835 0.0 0.0 0.0
H -5.5165 0.5755 6.1271 0.0 0.0 0.0
C 4.0957 3.7360 -3.9387 0.1 0.0 0.1
C 2.9380 3.6003 -2.9656 0.0 0.0 -0.1
O 3.3359 3.3793 -1.6213 -0.1 -0.2 0.1
C 4.1356 4.3946 -1.0329 0.1 0.1 0.0
C 3.4655 5.7562 -0.9774 -0.1 0.0 -0.1
H 4.7391 2.8563 -3.8924 0.0 0.0 0.0
H 3.7172 3.8376 -4.9558 0.0 0.0 0.0
H 4.7093 4.6117 -3.7261 0.0 0.0 0.0
H 2.3389 2.7292 -3.2349 0.0 0.0 0.1
H 2.2755 4.4700 -3.0296 0.0 0.0 0.0
H 5.1021 4.4608 -1.5427 0.0 0.0 0.0
H 4.3384 4.0480 -0.0186 0.0 -0.1 0.0
H 3.2686 6.1578 -1.9715 0.1 0.0 0.0
H 4.1081 6.4653 -0.4555 0.0 0.0 0.0
H 2.5142 5.6939 -0.4465 0.0 0.0 0.0
C 6.6478 -0.1262 1.3828 0.1 -0.1 -0.1
C 7.0616 1.1398 0.6472 -0.1 0.0 -0.1
O 8.4505 1.3828 0.6607 0.0 0.1 0.1
C 9.2695 0.3908 0.0615 0.0 -0.1 -0.1
C 8.9769 0.1520 -1.4099 -0.1 0.1 0.0
H 7.0025 -0.1001 2.4137 0.0 0.0 0.0
H 5.5601 -0.2342 1.3831 0.0 0.1 0.0
H 7.0592 -1.0177 0.9068 0.0 0.0 0.0
H 6.6123 2.0057 1.1357 0.1 0.0 0.0
H 6.6819 1.1286 -0.3821 0.0 -0.1 0.0
H 9.2078 -0.5471 0.6248 0.0 0.0 0.0
H 10.2887 0.7578 0.1742 0.0 0.1 0.0
H 7.9731 -0.2441 -1.5721 0.0 -0.1 0.0
H 9.6865 -0.5681 -1.8174 0.0 0.0 0.0
H 9.0653 1.0825 -1.9719 0.0 0.0 0.0
```
Positions in Å, forces in eV/Å.

Its charge is +1. For the HOMO energy, the calculation gives -11.3 eV. The calculation puts the energy at -55023.8135 eV. As for the frontier orbital gap: 8.40 eV.

Atom charges from the Mulliken analysis, given in e for atoms 1 to 8: C -1.47; C -0.36; C -0.96; C 1.22; C -2.22; C -0.48; N -0.02; C -0.83